Entry 1:
Entry from the Open Molecules 2025 dataset: a molecular structure, C6H9Cl2O3PPmRh (ωB97M-V/def2-TZVPD).

The geometry in XYZ format:
```
23
Properties=species:S:1:pos:R:3:forces:R:3
Pm 0.3064 1.3745 -1.8431 -1.231 3.682 1.520
Rh 0.1634 0.3256 -5.8975 -1.037 1.586 4.135
Cl 1.9040 -0.3374 -2.6926 2.563 -2.773 -1.200
Cl -0.6660 1.8680 -4.1640 -0.170 -0.345 -1.840
P 0.7018 1.7434 1.3532 -0.060 1.405 6.535
O -1.2407 -1.1189 0.2087 1.910 4.396 -3.068
O -0.4672 1.9816 -8.3031 1.003 -2.976 5.827
O 0.8957 -1.6040 -8.0385 -1.440 4.138 5.434
C 1.4006 3.3384 1.9877 0.903 0.799 -2.323
C 0.6412 -0.8825 -7.1461 2.453 -6.589 -8.242
C -0.8371 -0.2251 -0.4268 -2.733 -5.591 3.777
C 1.4532 0.7149 2.6925 1.000 -1.351 -1.316
C -0.9437 1.9189 2.1613 -1.796 -0.565 -1.690
C -0.2650 1.4112 -7.3029 -1.452 4.161 -7.645
H -0.8006 2.2505 3.2118 0.380 -0.006 -0.640
H 0.9269 4.1719 1.4676 0.099 0.181 0.248
H 1.3594 -0.3455 2.4649 0.049 -0.225 0.280
H 1.2542 3.4031 3.0716 -0.313 -0.517 -0.043
H 2.4670 3.3349 1.7663 0.117 0.292 0.135
H 0.9587 0.9087 3.6488 -0.462 0.246 -0.286
H -1.4471 0.9424 2.1720 -0.026 0.267 0.163
H 2.5115 0.9469 2.8126 0.062 -0.020 -0.241
H -1.5874 2.6261 1.6056 0.184 -0.195 0.480
```
Forces are in eV/Å.

Calculated values
E_HOMO (spin up / spin down): -21.4 / -24.6 eV
Energy relative to the best compared isomer or geometry (same formula, charge and spin): 89.59 kJ/mol
Net charge: +4
Spin multiplicity: 9
DFT total energy: -66353.95423 eV
E_LUMO (spin up / spin down): -16.7 / -20.1 eV

=====

Entry 2:
Entry from the Open Molecules 2025 dataset: 2 unconnected molecules or ions with the total composition C4H8O2 (ωB97M-V/def2-TZVPD).

The geometry in XYZ format:
```
14
Properties=species:S:1:pos:R:3:forces:R:3
O 2.0752 -1.2399 0.6663 0.077 -0.175 0.206
O -1.2287 -0.5906 0.0317 0.128 -0.453 -0.351
C 2.4409 -0.1422 -0.1512 0.142 0.232 -0.143
C 1.1035 -0.7260 -0.2630 -0.261 0.112 -0.193
C -2.3992 -0.1946 0.4225 -0.497 0.177 0.301
C -0.0719 -0.0447 0.2827 0.421 0.176 0.222
H -1.0460 1.7242 -0.8678 -0.156 0.038 -0.018
H -1.8038 1.6922 -0.8291 0.146 0.038 -0.032
H -2.4757 0.5552 1.2022 0.005 -0.085 -0.109
H 3.1887 -0.3461 -0.9183 -0.132 0.002 0.123
H -3.2240 -0.7992 0.0774 0.113 0.088 0.043
H -0.0126 0.6941 1.0780 0.013 -0.080 -0.117
H 2.5616 0.8104 0.3679 -0.036 -0.163 -0.059
H 0.8920 -1.3927 -1.0994 0.038 0.094 0.127
```
Forces are in eV/Å.

Calculated values
E_HOMO (spin up / spin down): -7.6 / -7.5 eV
Energy relative to the best compared isomer or geometry (same formula, charge and spin): 600.12 kJ/mol
DFT total energy: -8367.06191 eV
E_LUMO (spin up / spin down): 0.6 / 0.7 eV

=====

Entry 3:
Entry from the Open Molecules 2025 dataset: a molecular structure, C38H47FeN8O3S2Si (ωB97M-V/def2-TZVPD).

The geometry in XYZ format:
```
100
Properties=species:S:1:pos:R:3:forces:R:3
Fe -0.2791 -0.5655 -0.3592 0.096 -0.096 0.187
S -0.4768 1.5803 2.4864 -0.114 0.067 0.028
S -2.4538 -0.3558 -1.0228 -0.719 0.209 -0.152
Si -3.6148 -1.9027 -1.8294 0.215 0.267 0.207
O -4.2380 -2.8903 -0.6778 0.038 -0.221 -0.139
O -2.6502 -2.8393 -2.7994 0.004 -0.089 0.069
O -4.8985 -1.2865 -2.6229 -0.089 -0.154 -0.108
N -0.2593 -0.9408 -4.9339 0.019 0.045 -0.120
N 0.7091 1.2521 -0.9114 -0.100 -0.184 -0.415
N -0.4335 -0.9664 3.9767 -0.018 0.091 0.087
N 0.3361 1.8597 -2.1022 0.160 -0.311 0.037
N -0.6846 0.0160 1.8586 0.027 -0.168 -0.246
N 0.2215 -0.4096 -2.7134 0.153 0.229 -0.011
N -0.6744 -2.4767 0.7459 0.091 0.016 -0.255
N 1.8162 -0.4843 0.7557 0.006 -0.082 -0.029
C -6.3427 -0.6281 -4.3807 -0.025 -0.028 0.010
C -0.4749 0.3842 -5.3119 -0.071 -0.059 -0.039
C -6.6290 -3.2520 -0.8181 0.011 0.003 -0.045
C 1.2313 -0.2737 5.6129 -0.002 -0.019 0.023
C -5.6778 -1.4048 0.5985 -0.025 -0.012 0.009
C 2.3119 0.7593 0.7202 0.034 0.165 -0.150
C -1.8849 -4.5438 2.1327 -0.027 0.021 0.026
C -1.1108 2.0253 -6.9231 -0.013 0.034 0.002
C 3.2725 -0.9718 2.5843 -0.033 -0.002 -0.005
C 0.5453 1.2475 3.8847 -0.010 -0.005 -0.042
C 1.7919 1.6116 -0.3699 0.182 0.081 0.112
C 3.7834 0.3145 2.5415 0.036 0.048 -0.006
C -5.4696 -2.8186 0.0698 0.059 0.116 0.006
C -1.0051 -2.3328 2.0298 0.009 0.169 0.151
C -3.8998 -0.0768 -4.4750 0.085 0.023 -0.019
C 2.1893 1.9302 5.4999 -0.008 -0.015 -0.013
C 3.3014 1.1941 1.5847 0.060 0.008 0.068
C 2.2900 -1.3240 1.6719 0.028 -0.021 -0.021
C 0.4463 0.0120 4.5088 -0.016 -0.039 -0.013
C -2.0184 -4.2161 -4.6162 0.022 -0.002 -0.065
C -5.3084 -3.7916 1.2274 0.014 -0.045 0.016
C -5.1161 -0.2313 -3.5737 0.070 0.012 0.121
C -2.9635 -4.0997 -3.4305 -0.064 0.077 0.027
C -0.6008 2.6962 -4.6720 0.013 0.073 -0.026
C -0.8581 0.7069 -6.6104 -0.019 -0.024 -0.017
C 1.4314 2.1978 4.3666 0.015 -0.004 0.058
C -1.6246 -3.3328 2.7578 -0.006 -0.051 0.038
C -5.3771 1.0536 -2.7993 0.019 0.058 -0.016
C -4.4065 -4.1423 -3.9207 0.003 0.047 0.023
C 0.0297 -1.2599 -3.6700 0.011 -0.010 0.143
C -2.7098 -5.2304 -2.4413 0.006 -0.010 0.011
C -0.3327 1.3676 -4.3405 0.050 -0.025 0.135
C -0.9538 -3.6313 0.1434 0.072 0.040 0.007
C -0.6970 -0.9992 2.6300 -0.083 -0.069 0.087
C -1.5398 -4.6978 0.8041 0.010 -0.027 0.009
C -0.9891 3.0238 -5.9530 0.007 -0.031 -0.004
C 2.0904 0.6932 6.1188 0.006 0.008 -0.025
C 0.0914 0.9607 -3.0007 -0.171 -0.110 0.262
H -3.0411 0.2560 -3.8876 0.010 -0.003 -0.022
H 1.5058 3.1583 3.8709 0.012 -0.016 -0.013
H -3.2709 -5.0527 -1.5235 -0.027 0.006 -0.037
H 1.1579 -1.2450 6.0897 0.005 0.011 -0.001
H -4.5363 1.2719 -2.1394 -0.022 0.008 -0.024
H -1.6446 -5.2968 -2.2053 -0.010 -0.018 0.000
H -3.0217 -6.1853 -2.8679 0.023 -0.001 -0.001
H -4.5586 -3.4241 1.9298 0.024 -0.013 -0.006
H 1.8647 -2.3214 1.6675 0.021 0.001 -0.009
H -5.5109 1.8900 -3.4890 -0.016 -0.009 0.023
H -6.5747 -1.3687 1.2200 0.010 0.012 -0.004
H -6.2817 0.9561 -2.1961 0.014 -0.010 -0.009
H 0.1008 -2.3201 -3.4572 -0.024 0.058 0.021
H -2.2094 -3.4071 -5.3255 0.007 0.001 0.003
H -0.4956 3.4510 -3.9044 -0.004 -0.013 -0.018
H -0.3787 -1.6755 -5.6124 -0.047 -0.023 0.028
H -5.1094 -4.1278 -3.0878 0.018 0.019 0.003
H -5.7959 -0.6963 -0.2218 -0.008 -0.001 0.006
H 3.6276 -1.6936 3.3064 0.003 -0.005 -0.014
H -6.6369 0.1832 -5.0487 0.009 -0.015 -0.002
H -7.5616 -3.2443 -0.2515 0.013 -0.001 0.004
H -6.7297 -2.5782 -1.6680 0.004 -0.023 0.004
H 2.3751 2.4441 -0.7589 0.006 -0.006 0.046
H 3.6748 2.2069 1.5069 0.011 -0.015 0.019
H -0.9776 -4.1717 -4.2833 -0.031 -0.011 -0.011
H 4.5506 0.6257 3.2385 -0.024 0.006 -0.007
H -1.1974 4.0532 -6.2097 -0.003 -0.005 -0.001
H -6.2539 -3.9096 1.7586 0.018 0.008 0.018
H -2.1693 -5.1654 -5.1320 0.030 0.010 -0.012
H 2.8542 2.6863 5.8942 -0.002 0.002 0.006
H -0.9663 -0.0718 -7.3561 0.004 0.009 0.013
H -7.1753 -0.8440 -3.7095 0.008 0.020 -0.017
H -1.7393 -5.6177 0.2750 -0.001 0.002 -0.009
H -4.9946 -4.7693 0.8543 -0.026 0.011 0.008
H -4.6177 -3.2836 -4.5567 -0.005 0.010 -0.031
H -0.3909 -1.8610 4.4371 0.019 -0.017 0.001
H -0.7113 -3.6901 -0.9105 -0.011 0.017 0.039
H -6.1448 -1.5175 -4.9808 0.001 -0.009 0.003
H -1.4136 2.2839 -7.9291 0.005 0.007 0.008
H -4.5746 -5.0527 -4.4983 0.003 -0.005 0.018
H -1.9394 -3.1603 3.7785 0.010 -0.030 0.008
H -2.3742 -5.3430 2.6732 0.002 0.005 -0.002
H -6.4615 -4.2665 -1.1874 -0.018 0.009 0.018
H -4.8200 -1.0948 1.1982 -0.012 0.000 -0.017
H 2.6821 0.4734 6.9970 -0.006 0.007 0.003
H -3.6511 -1.0281 -4.9526 -0.026 0.002 -0.009
H -4.0983 0.6626 -5.2529 0.017 0.010 -0.005
```
Forces are in eV/Å.

Calculated values
E_HOMO (spin up / spin down): -10.1 / -10.2 eV
Net charge: +1
Spin multiplicity: 5
DFT total energy: -122170.51136 eV
E_LUMO (spin up / spin down): -2.8 / -2.9 eV

=====

Entry 4:
Entry from the Open Molecules 2025 dataset: 25 unconnected molecules or ions with the total composition C9H66NO25 (ωB97M-V/def2-TZVPD).

The geometry in XYZ format:
```
101
Properties=species:S:1:pos:R:3:forces:R:3
O -2.5555 -2.5885 -4.4350 0.264 0.011 -0.056
O -1.9834 4.2938 3.9734 0.021 -0.189 -0.012
O -5.1616 2.2665 -1.2066 0.110 0.098 -0.218
O 0.9276 -1.1949 4.9704 -0.168 0.214 0.258
O -0.2338 5.3384 1.9735 0.057 0.086 -0.277
O 3.5910 -1.7942 -2.6384 -0.014 -0.119 -0.131
O 4.4278 -2.8189 0.6659 0.067 -0.034 0.047
O 5.0285 4.2300 -0.7624 0.001 0.029 0.123
O 1.3943 -2.7563 -4.4041 -0.313 -0.192 -0.277
O 2.0578 3.5388 -3.9466 -0.033 0.016 -0.032
O 2.6588 0.9918 5.4777 0.025 0.110 0.141
O 1.8784 -0.9019 -0.0113 0.148 0.157 -0.174
O -3.4301 -0.6040 2.0603 0.806 1.849 1.781
O -1.8087 0.0154 4.4248 -0.111 0.004 0.048
O 4.5752 0.1722 -0.4914 -0.037 -0.021 0.063
O -4.5359 -0.4282 -0.5135 -1.412 4.834 4.557
O -4.0486 -1.5987 -2.0499 1.027 -4.267 -5.373
O -4.1332 -2.3147 0.8929 -0.209 -3.540 -0.640
O -3.4992 1.9528 3.1418 -0.231 0.221 0.053
O -0.9954 -1.9113 1.4948 -0.111 -0.093 0.232
O -3.0733 -4.2192 -1.3557 -0.288 -0.077 0.321
O 5.5364 2.2071 1.2493 -0.072 0.093 0.424
O 1.6759 -2.3483 2.5157 -0.030 -0.185 -0.611
O 1.3093 0.1820 -5.7810 0.020 0.165 -0.217
O -1.1373 -5.0329 -3.2862 0.083 0.227 0.003
N 0.7065 -0.1073 -0.0387 -1.023 -1.190 1.773
C 1.2346 0.7174 2.2060 0.376 -0.167 0.193
C -0.1207 -0.2152 -1.2488 0.617 0.312 -0.885
C -0.5205 1.7496 0.8915 -1.521 -0.592 0.963
C -1.5050 0.4012 -1.0203 0.066 0.141 1.201
C -1.3803 1.7598 -0.3554 1.590 1.199 -0.890
C -0.2840 -1.7068 -1.5630 -0.455 -0.217 -0.660
C 0.8585 1.0922 0.7880 -0.880 0.128 -1.549
C 1.8739 2.0262 0.1366 1.086 0.942 0.042
C 0.5284 0.4518 -2.4747 0.540 -0.039 -0.596
H 1.1272 1.6024 2.8443 0.157 -0.019 0.001
H 6.4736 2.3102 1.4447 0.005 -0.015 -0.127
H -2.5687 -1.9166 -3.7366 -0.215 -0.091 0.043
H -2.1354 0.5818 -1.8914 0.325 -0.683 -0.387
H 3.5988 0.1667 -0.5049 -0.145 -0.326 0.197
H 1.6830 3.1855 -4.7605 0.005 -0.095 0.040
H -3.4786 -2.8373 -4.5327 -0.018 0.050 0.047
H 4.5482 -1.7082 -2.5983 -0.020 0.059 0.165
H -4.6921 2.6672 -0.4699 -0.022 -0.050 0.013
H 2.6457 0.8729 6.4343 0.029 0.069 -0.021
H -0.4454 2.7368 1.3549 0.129 0.039 -0.166
H 0.6820 -2.1577 -1.7725 -0.004 -0.034 0.078
H 1.6792 -3.2898 2.3145 0.142 -0.010 0.115
H -4.1306 -0.8756 2.6638 -0.118 0.106 -0.040
H 2.0158 1.8273 -0.9244 -0.082 -0.159 0.076
H 0.6310 -0.2039 -5.2170 0.042 -0.112 -0.015
H -3.6908 -4.8942 -1.6531 0.165 -0.128 -0.018
H 4.8496 3.6069 -0.0428 0.105 0.034 -0.118
H -3.3592 -2.0029 1.3802 0.122 -0.349 -0.196
H 4.2630 -1.8714 0.5510 0.025 0.095 -0.120
H -0.9264 -1.8135 -2.4447 0.293 0.206 -0.207
H 3.5502 -3.1966 0.7723 0.011 0.121 -0.082
H -0.6155 5.4179 1.0920 0.005 -0.044 0.031
H -3.8140 -3.0912 0.4122 -0.122 -0.249 -0.065
H -0.7035 -1.1232 0.9841 0.340 -0.024 -0.080
H -1.9150 -0.8410 4.8517 0.189 0.014 0.075
H 1.0957 -1.6435 4.1248 0.162 0.045 -0.049
H -1.4179 4.4171 3.1977 -0.063 0.093 0.248
H 2.0874 -0.3529 -5.6032 0.019 0.058 0.105
H 0.3165 1.5163 -2.5940 -0.010 0.046 0.315
H 1.9803 1.6550 5.3004 0.042 -0.027 -0.044
H -4.8282 -1.2642 -0.8908 -3.610 1.232 1.161
H -3.8411 -1.4221 -1.1202 3.652 -0.321 -1.167
H -1.0934 -5.5908 -4.0669 0.036 -0.033 0.026
H -2.5215 3.5133 3.7644 -0.004 0.136 -0.134
H -4.2222 -2.5461 -2.0740 0.615 -0.405 -0.553
H -3.6672 1.4261 2.3479 0.119 0.089 0.150
H 2.2130 -2.4371 -4.7917 0.133 -0.056 0.230
H 2.2404 0.3005 2.2795 0.087 0.243 -0.044
H 1.6140 0.3106 -2.4664 -0.023 -0.035 0.114
H -1.1929 -4.1305 -3.6454 -0.105 -0.037 -0.082
H 0.2072 -0.0013 -3.4135 -0.291 -0.182 0.194
H -4.8125 1.3598 -1.2544 -0.177 -0.011 0.278
H -4.1095 -0.6689 0.3264 -0.787 0.711 0.019
H -2.6086 -0.6939 2.5722 0.264 0.309 0.042
H -2.3149 2.3142 -0.2641 -0.222 -0.376 0.455
H 2.2823 2.7553 -3.4323 0.017 0.010 -0.008
H -3.0751 1.3239 3.7415 0.139 -0.043 -0.026
H 1.6615 -3.0945 -3.5423 0.144 0.210 0.030
H -0.1360 -2.3432 1.6405 -0.440 0.177 0.222
H -0.8584 0.1921 4.4948 0.036 -0.289 -0.073
H 4.8150 0.8906 0.1125 0.087 -0.198 -0.280
H 4.4854 4.9996 -0.5739 -0.058 -0.026 -0.051
H -0.8269 -2.2962 -0.8249 0.322 0.272 0.458
H 1.6777 3.1025 0.1981 -0.500 -0.056 0.200
H 2.8625 1.9456 0.6010 -0.042 -0.244 -0.035
H -1.1314 1.1567 1.5927 0.396 0.009 0.314
H 3.2923 -1.5597 -1.7448 -0.243 0.060 0.020
H -1.9961 -0.3395 -0.3757 -0.383 0.478 0.005
H 0.5699 -0.0568 2.5799 -0.220 0.069 -0.020
H 1.6631 -0.5682 5.0908 -0.190 -0.257 -0.238
H -0.8062 2.4197 -1.0327 -0.281 -0.206 -0.373
H -2.2204 -4.4785 -1.7382 -0.114 -0.050 -0.162
H 1.7807 -1.8901 1.6314 0.139 0.314 -0.121
H 0.5725 5.8608 1.9430 0.020 -0.031 0.060
H 5.1344 1.9200 2.0791 -0.009 0.009 -0.053
```
Forces are in eV/Å.

Calculated values
E_HOMO: -4.0 eV
Energy relative to the best compared isomer or geometry (same formula, charge and spin): 380.98 kJ/mol
Net charge: -1
DFT total energy: -63081.19502 eV
E_LUMO: 1.8 eV